1.
Formula: C38H27N2O4P2PdSTe
Source: the Open Molecules 2025 dataset
Level of theory: ωB97M-V/def2-TZVPD

```
76
C38H27N2O4P2PdSTe (ωB97M-V/def2-TZVPD)
Pd 1.10277 0.70712 1.83822
O 4.71326 0.93216 4.85729
C 3.88280 1.21982 4.04356
O 2.42945 0.98875 4.45959
C 3.94803 1.88653 2.79783
C 5.15860 2.53821 2.42427
C 5.18685 3.34283 1.32820
C 4.00378 3.54466 0.56625
C 2.88458 2.85063 0.93592
N 2.85316 1.98704 1.97404
C 1.56633 3.01627 0.20521
O 1.54938 3.28777 -1.00782
O 0.50503 2.78405 0.90495
H 6.02409 2.40266 3.05998
H 6.10084 3.85398 1.04930
H 3.97223 4.21019 -0.28461
Te -1.19240 2.04345 -0.97074
C -2.25579 1.21632 -2.63374
C -3.00526 0.05528 -2.48770
C -3.70990 -0.41951 -3.58264
N -3.70048 0.17262 -4.77997
C -2.97947 1.28584 -4.90594
C -2.25339 1.85089 -3.86560
C -0.75018 0.08156 -0.21322
P 0.98218 -0.04862 -0.70220
C 1.73902 -1.66718 -0.35628
C 1.09845 -2.90017 -0.43733
C 1.81271 -4.07059 -0.22292
C 3.17507 -4.01708 0.04404
C 3.82334 -2.79093 0.10950
C 3.10647 -1.61958 -0.08188
C 0.90828 0.03867 -2.53953
C 0.24578 -0.93205 -3.29279
C 0.15379 -0.80419 -4.66915
C 0.73025 0.29047 -5.30778
C 1.40066 1.25099 -4.56662
C 1.48987 1.12979 -3.18328
P -1.09038 -0.04453 1.58608
C -1.57177 -1.74939 1.93931
C -1.50315 -2.12698 3.28186
C -1.83805 -3.41988 3.65559
C -2.22401 -4.34329 2.68999
C -2.29026 -3.97047 1.35540
C -1.96808 -2.67225 0.97972
C -2.62072 0.90706 1.83066
C -2.50892 2.23696 2.24515
C -3.65033 3.01711 2.38625
C -4.90012 2.46987 2.13015
C -5.01499 1.14098 1.73946
C -3.87923 0.35716 1.59322
H -3.03515 -0.47803 -1.54572
H -4.30981 -1.32003 -3.49949
H -2.98303 1.75066 -5.88669
H -1.67934 2.75688 -4.03271
H 0.03569 -2.95399 -0.63223
H 1.30382 -5.02681 -0.26605
H 3.73148 -4.93328 0.20602
H 4.88076 -2.74402 0.33820
H 3.59975 -0.66015 0.00673
H -0.21353 -1.78295 -2.80384
H -0.37201 -1.55707 -5.24469
H 0.65120 0.39060 -6.38384
H 1.85541 2.10127 -5.06065
H 2.00348 1.88601 -2.59919
H -1.16166 -1.41261 4.02252
H -1.78231 -3.71149 4.69777
H -2.46889 -5.35846 2.97999
H -2.59545 -4.69165 0.60600
H -2.04438 -2.36632 -0.05844
H -1.52877 2.65082 2.45200
H -3.56040 4.04853 2.70506
H -5.79060 3.07708 2.24305
H -5.99319 0.71337 1.55451
H -3.96980 -0.68304 1.30036
S 2.07423 -1.30620 3.10684
C 1.71238 0.10991 3.87524
```

Kohn-Sham gap (alpha / beta) in eV: 5.011 / 5.371
DFT total energy in Eh: -3351.347023
Spin multiplicity: 6
Strongest force on any atom in eV/Å: 0.9
M in g mol⁻¹: 903.68
E_HOMO (alpha / beta) in eV: -5.356 / -8.401

Here are the Löwdin charges for atoms 1 to 8, given in e: 0.52 0.11 -0.40 -0.07 -0.21 -0.01 -0.07 -0.02


2.
Formula: C38H27N5O4P2STi
Source: the Open Molecules 2025 dataset
Level of theory: ωB97M-V/def2-TZVPD

```
78
C38H27N5O4P2STi (ωB97M-V/def2-TZVPD)
Ti -0.17825 -0.53499 0.13419
S 1.52084 -0.92032 7.39345
N 0.08084 -0.82212 6.67049
C 0.31529 -0.78594 5.37685
C -0.70080 -0.71587 4.33341
C -2.05182 -0.76170 4.56313
C -2.93434 -0.69968 3.46421
C -2.42814 -0.55454 2.20874
N -1.09625 -0.46190 1.94727
C -0.22731 -0.59541 3.00753
C 1.15130 -0.64285 2.68246
N 1.46522 -0.58498 1.34459
C 2.75883 -0.71081 0.98764
C 3.76881 -0.88932 1.89141
C 3.46162 -0.94402 3.26229
C 2.15607 -0.80876 3.66206
C 1.70789 -0.83931 5.04978
N 2.48998 -0.91798 6.10245
H -2.41677 -0.85139 5.58008
H -4.00484 -0.76711 3.60348
H -3.07984 -0.50562 1.34789
H 2.95873 -0.67126 -0.07335
H 4.78614 -0.99357 1.54146
H 4.23030 -1.10702 4.00851
O -2.17087 -3.37932 -1.66714
C -1.36917 -2.59899 -1.26243
O -1.55818 -1.68560 -0.31014
C 0.10331 -2.49517 -1.79762
O 0.55296 -3.21613 -2.63393
O 0.72997 -1.49138 -1.18765
N -1.01806 2.32842 -0.66762
P 0.25410 2.43222 0.51153
C 0.86623 4.15481 0.24221
C 2.19240 4.35846 -0.12298
C 2.67753 5.64343 -0.34237
C 1.83580 6.73420 -0.20028
C 0.50429 6.54059 0.15774
C 0.02338 5.25956 0.38061
C -0.61560 2.70921 2.10081
C -1.98987 2.86727 2.22904
C -2.55692 3.06399 3.48327
C -1.75470 3.09243 4.61653
C -0.38071 2.92014 4.49712
C 0.18359 2.72455 3.24490
P -0.48482 1.30304 -1.97576
C -0.22882 2.52350 -3.32940
C 1.03917 2.68023 -3.88100
C 1.26117 3.62717 -4.87599
C 0.21663 4.42427 -5.31584
C -1.05490 4.27206 -4.76960
C -1.27948 3.32158 -3.78584
C -2.04898 0.54836 -2.56094
C -3.26088 0.67795 -1.89340
C -4.38099 -0.00689 -2.34659
C -4.29185 -0.83431 -3.45694
C -3.08735 -0.95822 -4.13497
C -1.97001 -0.26830 -3.68971
H -1.38393 3.22235 -0.97183
H 2.85358 3.50580 -0.24074
H 3.71373 5.79112 -0.62226
H 2.21238 7.73707 -0.36329
H -0.15666 7.39082 0.27528
H -1.01110 5.12524 0.67677
H -2.62432 2.81167 1.35032
H -3.62925 3.19243 3.57603
H -2.19997 3.24526 5.59370
H 0.24488 2.92602 5.38221
H 1.25755 2.57987 3.14995
H 1.85503 2.05737 -3.52969
H 2.24846 3.73874 -5.30790
H 0.38715 5.16350 -6.08947
H -1.87391 4.88807 -5.12086
H -2.27833 3.18722 -3.38293
H -3.32305 1.30336 -1.01141
H -5.32380 0.09320 -1.82180
H -5.15580 -1.40248 -3.78016
H -3.01116 -1.61140 -4.99567
H -1.02370 -0.37417 -4.21278
```

Kohn-Sham gap (alpha / beta) in eV: 5.279 / 8.155
DFT total energy in Eh: -3969.555892
Spin multiplicity: 3
Strongest force on any atom in eV/Å: 1.7
M in g mol⁻¹: 759.55
E_HOMO (alpha / beta) in eV: -5.711 / -8.786

Here are the Löwdin charges for atoms 1 to 8, given in e: 0.92 0.99 -0.21 -0.30 -0.10 0.00 -0.05 -0.12


3.
Formula: C38H28Br2FIrN7O4
Source: the Open Molecules 2025 dataset
Level of theory: ωB97M-V/def2-TZVPD

```
81
C38H28Br2FIrN7O4 (ωB97M-V/def2-TZVPD)
Ir -0.64529 -1.01558 1.12488
N -0.12192 2.15040 4.29454
C -0.64566 1.41325 3.33442
N -0.28839 0.18299 3.07251
C 0.68709 -0.41852 3.85718
N 1.11523 -1.58927 3.58083
N 0.60683 -2.18773 2.50979
C 1.18533 -3.19793 1.98435
C 0.50299 -3.83720 0.89115
C 0.96251 -4.97924 0.26337
C 0.20881 -5.51417 -0.77395
C -0.98089 -4.90332 -1.12827
C -1.35960 -3.74351 -0.46489
N -0.62601 -3.22641 0.50973
C 1.26281 0.32071 4.96447
C 2.25484 -0.21348 5.79414
C 2.86050 0.58612 6.73495
C 2.48287 1.92387 6.87712
C 1.47743 2.45582 6.09761
C 0.87381 1.64956 5.14119
H -0.42582 3.10464 4.42696
H -1.42475 1.86354 2.73201
H 2.14409 -3.55324 2.34758
H 1.89596 -5.42841 0.57373
H 0.55794 -6.39396 -1.29689
H -1.60217 -5.30573 -1.91515
H -2.26722 -3.21382 -0.72168
H 2.53477 -1.24820 5.66066
H 3.63544 0.18392 7.37206
H 2.97977 2.55304 7.60242
H 1.16603 3.48638 6.21496
C -0.97305 1.87568 -0.88463
C -2.10268 1.73563 0.08047
C -3.06671 2.76055 0.19191
C -4.11691 2.64131 1.06047
C -4.26610 1.45702 1.81185
C -5.32650 1.17964 2.70109
Br -6.61747 2.49469 3.09739
C -5.42608 -0.05476 3.28436
C -4.44391 -1.02883 3.05925
Br -4.56967 -2.72403 3.85337
C -3.34325 -0.77695 2.25954
O -2.38194 -1.64653 2.06233
C -3.28358 0.46519 1.62897
N -2.21841 0.62714 0.79986
H -0.82623 2.91903 -1.15363
H -1.21106 1.30923 -1.78821
H -0.05752 1.47079 -0.46147
H -2.96231 3.64058 -0.42644
H -4.84404 3.43593 1.15985
H -6.26055 -0.28023 3.93370
C 2.54879 3.09775 -4.29714
C 3.14355 1.69531 -4.39178
C 3.22513 1.14548 -5.80678
C 1.83783 0.97524 -6.41084
C 0.95781 0.17273 -5.48689
C -0.13212 -0.50936 -5.97462
C -0.94810 -1.24759 -5.11839
F -1.99384 -1.89936 -5.62980
C -0.70687 -1.31731 -3.77726
C 0.39979 -0.63262 -3.25423
C 0.62598 -0.65109 -1.81949
O -0.21317 -1.25091 -1.07036
C 1.77219 0.00815 -1.37473
C 2.58275 0.67815 -2.26372
N 2.32974 0.77342 -3.56161
C 1.23937 0.10828 -4.10410
C 2.15807 0.03361 0.07005
O 3.32258 0.15461 0.36416
O 1.18319 -0.01751 0.94878
H 3.07173 3.76888 -4.97727
H 2.65831 3.48600 -3.28414
H 1.48760 3.09658 -4.54896
H 4.14544 1.70953 -3.96221
H 3.71913 0.17137 -5.77548
H 3.83495 1.80999 -6.41657
H 1.91027 0.46937 -7.37293
H 1.37079 1.94608 -6.59559
H -0.36712 -0.46928 -7.03067
H -1.34993 -1.87659 -3.11457
H 3.47679 1.16549 -1.89466
```

Kohn-Sham gap (alpha / beta) in eV: 5.456 / 5.673
DFT total energy in Eh: -7500.890027
Spin multiplicity: 2
Strongest force on any atom in eV/Å: 5.0
Net charge: +2
M in g mol⁻¹: 1017.71
E_HOMO (alpha / beta) in eV: -12.636 / -12.620

Here are the Löwdin charges for atoms 1 to 8, given in e: 1.70 0.17 -0.08 0.08 -0.25 0.12 -0.06 0.01


Q: Look up the DFT total energy of the second one.
A: -3969.555892 Eh


Q: What is the formula in the second record?
A: C38H27N5O4P2STi


Q: The highest strongest force on any atom belongs to which entry?
A: C38H28Br2FIrN7O4


Q: Among the records above, which one has the highest strongest force on any atom?
A: C38H28Br2FIrN7O4